Here is an isolated ion of composition C6H9Cl2N2 and charge +1 from the Open Molecules 2025 dataset. Energies are from ωB97M-V/def2-TZVPD.

Each line ends with the natural charge from an NBO analysis.
Element x y z (Å)
C 1.95 0.36 -0.58  -0.325
C 1.14 -2.08 -0.83  -0.098
C 2.02 -1.04 -0.94  0.026
C -1.05 -1.24 -0.42  0.196
C 1.40 0.95 0.49  0.061
C 1.48 2.40 0.80  -0.659
N -0.16 -2.12 -0.48  -0.382
N -2.37 -1.75 0.04  -0.710
Cl 3.57 -1.46 -1.59  0.079
Cl 0.55 0.01 1.66  0.022
H 2.55 1.00 -1.22  0.255
H 1.52 -3.07 -1.05  0.232
H -1.06 -0.18 -0.68  0.208
H 1.99 2.93 0.00  0.241
H 2.02 2.56 1.73  0.252
H 0.49 2.81 0.93  0.239
H -2.23 -2.76 0.24  0.467
H -3.10 -1.65 -0.68  0.447
H -2.69 -1.27 0.89  0.449

Relative energy (zero: lowest compared OMol25 entry of this formula, charge and spin) = 5.5 kcal/mol
Net charge = +1
Largest force on an atom = 2.27 eV/A
SMILES string = C/C(Cl)=C/C(Cl)=C\N=C\[NH3+]
Electronic energy = -34384.7563 eV

=====

Here is the molecule C5H7NO from the Open Molecules 2025 dataset. Energies are from ωB97M-V/def2-TZVPD.

Each line ends with the natural charge from an NBO analysis.
Element x y z (Å)
C -0.80 2.07 -0.98  -0.660
C -0.45 0.75 -0.40  0.325
C 0.71 0.20 0.00  -0.322
C 0.35 -1.14 0.51  -0.145
N 1.28 -2.20 0.61  -0.798
C -1.08 -1.35 0.28  0.129
O -1.49 -0.14 -0.19  -0.468
H -1.29 1.95 -1.96  0.235
H 0.09 2.69 -1.11  0.229
H -1.50 2.62 -0.34  0.233
H 1.69 0.64 -0.04  0.234
H 1.98 -2.05 1.32  0.366
H 0.80 -3.08 0.79  0.383
H -0.29 -0.97 1.51  0.258

Relative energy (zero: lowest compared OMol25 entry of this formula, charge and spin) = 79.6 kcal/mol
Net charge = 0
Largest force on an atom = 0.34 eV/A
Electronic energy = -8832.7505 eV

=====

Here is C23H44GeN7O5PtSe as an isolated structure from the Open Molecules 2025 dataset. Energies are from ωB97M-V/def2-TZVPD.

Each line ends with the Löwdin spin population.
Element x y z (Å)
Pt -0.77 -0.18 -0.79  0.036
C 2.52 0.46 -2.25  0.000
C 1.96 1.24 -1.07  0.000
C 1.29 2.53 -1.47  0.001
C 3.09 1.51 -0.07  0.000
O 1.03 0.38 -0.28  0.005
Ge 1.18 0.16 1.95  0.000
O 0.24 1.64 2.17  0.000
C 0.50 2.60 3.28  0.000
C 1.43 1.97 4.30  0.000
C -0.85 2.91 3.89  0.000
C 1.12 3.84 2.66  0.000
O -0.52 -1.00 0.95  0.001
C -1.58 -1.67 1.78  0.000
C -2.14 -2.84 0.98  0.000
C -0.81 -2.17 2.99  0.000
C -2.64 -0.67 2.20  0.000
H 3.32 1.03 -2.71  0.000
H 1.77 0.28 -3.02  0.000
H 2.95 -0.49 -1.91  0.000
H 1.99 3.15 -2.03  0.000
H 1.00 3.10 -0.59  0.000
H 0.42 2.37 -2.12  0.001
H 3.83 2.14 -0.56  0.000
H 3.58 0.59 0.25  0.000
H 2.72 2.07 0.79  0.000
H 1.02 1.04 4.70  0.000
H 1.58 2.65 5.14  0.000
H 2.43 1.78 3.88  0.000
H -1.29 2.03 4.36  0.000
H -1.55 3.30 3.14  0.000
H -0.74 3.67 4.67  0.000
H 2.08 3.61 2.19  0.000
H 1.30 4.59 3.42  0.000
H 0.46 4.29 1.91  0.000
H -1.35 -3.56 0.75  0.000
H -2.64 -2.51 0.07  0.000
H -2.89 -3.37 1.58  0.000
H 0.04 -2.79 2.70  0.000
H -1.47 -2.79 3.60  0.000
H -0.47 -1.35 3.62  0.000
H -3.27 -0.36 1.37  0.000
H -2.17 0.21 2.65  0.000
H -3.29 -1.13 2.94  0.000
N -0.01 -2.08 -1.74  0.072
C -0.24 -2.16 -3.11  0.392
C 0.92 -2.32 -4.05  0.046
C 1.27 -3.82 -4.30  0.040
C 0.46 -4.53 -5.40  0.002
N 0.93 -4.26 -6.76  0.001
C 1.76 -5.05 -7.46  0.000
N 1.90 -4.86 -8.77  0.000
N 2.46 -6.02 -6.87  0.000
C -1.08 -0.30 -3.71  0.083
O -1.53 -0.48 -4.77  0.151
O -0.85 0.47 -2.78  0.099
H 0.97 -2.04 -1.47  0.003
H -0.53 -2.74 -1.17  0.008
H -1.16 -2.70 -3.35  0.016
H 1.79 -1.82 -3.64  0.001
H 0.70 -1.84 -5.01  0.006
H 1.16 -4.38 -3.37  0.000
H 2.33 -3.86 -4.55  0.005
H -0.59 -4.24 -5.37  0.000
H 0.47 -5.60 -5.23  0.001
H 0.44 -3.57 -7.30  0.000
H 1.29 -4.24 -9.28  0.000
H 2.58 -5.38 -9.31  0.000
H 2.46 -6.14 -5.87  0.000
H 3.00 -6.67 -7.40  0.000
Se -4.76 -0.77 -1.53  0.000
N -5.34 0.77 -0.98  0.000
C -4.33 1.52 -0.57  0.000
C -4.31 2.82 0.03  -0.001
C -3.10 3.30 0.45  0.002
C -1.89 2.56 0.31  0.002
N -1.90 1.39 -0.30  0.024
C -3.08 0.88 -0.71  0.002
N -3.02 -0.35 -1.19  0.001
H -5.22 3.39 0.16  0.000
H -3.03 4.27 0.92  0.000
H -0.95 2.92 0.70  0.000

Relative energy (zero: lowest compared OMol25 entry of this formula, charge and spin) = 160.1 kcal/mol
Net charge = +4
Largest force on an atom = 1.60 eV/A
⟨S²⟩ = 0.757
Electronic energy = -170302.1892 eV
Spin multiplicity = 2

=====

Here is the molecule C4H7FS from the Open Molecules 2025 dataset. Energies are from ωB97M-V/def2-TZVPD.

Each line ends with the natural charge from an NBO analysis.
Element x y z (Å)
C 0.82 -0.96 0.76  -0.610
C 0.46 0.37 0.26  -0.432
C -0.76 0.16 -0.62  0.406
C -0.90 0.48 -1.86  -0.469
H -0.02 -1.52 1.01  0.218
H 1.23 -1.59 -0.12  0.221
H 1.49 -0.96 1.70  0.221
H 1.29 0.70 -0.39  0.240
H -0.02 0.81 2.53  0.124
H -0.07 0.73 -2.47  0.211
H -1.87 0.41 -2.31  0.222
F -1.95 -0.26 0.00  -0.364
S 0.31 1.63 1.52  0.013

Relative energy (zero: lowest compared OMol25 entry of this formula, charge and spin) = 31.9 kcal/mol
Net charge = 0
Largest force on an atom = 3.91 eV/A
SMILES string = C=C(F)[C@H](C)S
Electronic energy = -17812.9576 eV

=====

Here is the molecule C13H13N3O2S from the Open Molecules 2025 dataset. Energies are from ωB97M-V/def2-TZVPD.

Each line ends with the natural charge from an NBO analysis.
Element x y z (Å)
C -4.48 -1.87 0.54  -0.636
C -3.38 -2.24 1.49  -0.015
C -3.66 -2.39 2.85  -0.160
C -2.68 -2.73 3.76  -0.219
C -1.38 -2.93 3.32  -0.216
C -1.09 -2.80 1.98  -0.185
C -2.07 -2.47 1.06  -0.055
C -1.67 -2.30 -0.39  -0.252
N -1.05 -1.01 -0.60  -0.572
C 0.26 -0.85 -0.83  0.586
O 1.09 -1.73 -0.98  -0.625
C 0.65 0.62 -0.91  0.585
O -0.13 1.54 -0.75  -0.595
N 1.97 0.77 -1.18  -0.590
C 2.57 2.00 -1.31  0.207
N 3.82 2.17 -1.57  -0.463
C 4.12 3.48 -1.64  -0.045
C 3.09 4.33 -1.42  -0.473
S 1.63 3.46 -1.11  0.443
H 3.09 5.40 -1.42  0.239
H 5.14 3.76 -1.85  0.211
H 2.52 -0.07 -1.29  0.455
H -1.59 -0.17 -0.44  0.423
H -2.53 -2.40 -1.06  0.210
H -0.92 -3.05 -0.65  0.242
H -0.08 -2.96 1.63  0.218
H -0.61 -3.20 4.02  0.215
H -2.93 -2.83 4.80  0.214
H -4.67 -2.22 3.20  0.200
H -5.40 -1.69 1.09  0.222
H -4.66 -2.66 -0.18  0.219
H -4.23 -0.96 -0.01  0.212

Relative energy (zero: lowest compared OMol25 entry of this formula, charge and spin) = 0.0 kcal/mol
Net charge = 0
Largest force on an atom = 1.21 eV/A
SMILES string = Cc1ccccc1CNC(=O)C(=O)Nc1nccs1
Electronic energy = -33093.7883 eV

=====

Here is a 2-piece molecular cluster, HN3O3S overall from the Open Molecules 2025 dataset. Energies are from ωB97M-V/def2-TZVPD.

Each line ends with the natural charge from an NBO analysis.
Element x y z (Å)
N 0.09 -3.26 1.38  -0.563
N -0.24 -2.36 0.74  0.175
N -0.77 -1.47 0.17  -0.569
O 0.56 0.99 -0.20  -0.976
O -1.41 2.41 -1.03  -1.068
O 0.60 2.01 -2.51  -1.094
S -0.43 1.42 -1.53  1.609
H 0.16 0.11 -0.21  0.487

Relative energy (zero: lowest compared OMol25 entry of this formula, charge and spin) = 13.7 kcal/mol
Net charge = -2
Largest force on an atom = 3.06 eV/A
Electronic energy = -21462.0849 eV

=====

Here is C55H40Br2N2O6P2Ru as an isolated structure from the Open Molecules 2025 dataset. Energies are from ωB97M-V/def2-TZVPD.

Each line ends with the Löwdin spin population.
Element x y z (Å)
Ru -4.67 -7.99 22.46  0.988
C -4.22 -12.19 18.11  0.000
C -4.10 -12.42 19.66  0.000
C -3.76 -13.91 19.87  0.000
C -5.41 -11.95 20.32  0.001
C -6.53 -12.80 20.37  0.000
C -7.72 -12.40 20.91  0.001
C -7.86 -11.11 21.40  -0.001
C -6.77 -10.26 21.42  -0.002
P -6.93 -8.75 22.42  0.001
C -7.65 -9.38 23.94  0.001
C -8.68 -8.74 24.65  0.000
C -8.96 -9.16 25.95  0.000
C -8.38 -10.28 26.52  0.000
C -7.54 -11.06 25.76  0.000
C -7.15 -10.61 24.50  0.001
C -8.23 -7.66 21.79  0.000
C -8.92 -7.99 20.65  0.000
C -9.94 -7.20 20.11  0.000
C -10.36 -6.10 20.81  0.000
C -9.63 -5.72 21.97  0.001
C -8.60 -6.51 22.44  0.001
C -5.55 -10.65 20.81  0.000
O -4.45 -9.77 20.84  0.013
C -3.17 -10.21 20.62  -0.001
C -2.14 -9.35 20.96  0.002
C -0.82 -9.71 20.63  0.001
C -0.56 -10.98 20.14  0.000
C -1.62 -11.83 19.81  0.000
C -2.94 -11.49 20.08  0.000
P -2.50 -7.62 21.40  0.010
C -1.28 -7.01 22.68  0.002
C -1.04 -5.63 22.79  0.000
C -0.03 -5.19 23.67  0.001
C 0.59 -6.09 24.56  0.001
C 0.40 -7.48 24.42  0.000
C -0.58 -7.89 23.52  0.002
C -2.06 -6.72 19.90  0.003
C -0.81 -6.28 19.61  0.002
C -0.47 -5.59 18.42  0.001
C -1.46 -5.52 17.43  0.001
C -2.66 -6.17 17.62  0.005
C -2.93 -6.80 18.82  0.004
H -5.22 -12.56 17.79  0.000
H -3.43 -12.58 17.55  0.000
H -4.12 -11.13 17.92  0.000
H -4.59 -14.56 19.53  0.000
H -3.49 -14.13 20.91  0.000
H -2.84 -14.09 19.24  0.000
H -6.36 -13.80 19.88  0.000
H -8.58 -13.09 21.02  0.000
H -8.77 -10.74 21.92  0.000
H -9.25 -7.90 24.27  0.000
H -9.71 -8.56 26.46  0.000
H -8.68 -10.62 27.51  0.000
H -7.17 -12.03 26.12  0.000
H -6.43 -11.17 23.91  0.001
H -8.48 -8.72 19.99  0.000
H -10.46 -7.51 19.20  0.000
H -11.07 -5.35 20.42  0.000
H -9.91 -4.82 22.53  0.000
H -8.06 -6.17 23.37  0.000
H -0.01 -8.99 20.75  0.000
H 0.46 -11.29 19.91  0.000
H -1.37 -12.81 19.34  0.000
H -1.57 -4.99 22.09  0.000
H 0.21 -4.16 23.65  0.000
H 1.29 -5.71 25.28  0.000
H 0.92 -8.25 24.99  0.000
H -0.79 -8.95 23.49  0.000
H 0.02 -6.45 20.31  0.000
H 0.53 -5.21 18.27  0.000
H -1.28 -4.88 16.54  0.000
H -3.44 -6.26 16.85  0.001
H -3.83 -7.33 19.01  0.001
Br -2.79 -11.70 25.80  0.065
C -3.19 -9.90 25.99  0.163
C -2.95 -9.38 27.25  -0.015
C -3.31 -8.09 27.51  0.170
Br -2.99 -7.42 29.20  0.083
C -3.86 -7.23 26.56  0.017
C -4.31 -5.94 26.80  0.029
C -4.82 -5.24 25.72  0.008
C -4.83 -5.74 24.45  0.012
N -4.44 -6.99 24.20  0.021
C -4.01 -7.77 25.25  0.036
C -3.68 -9.15 24.89  0.094
O -3.99 -9.63 23.74  0.257
H -2.47 -9.95 28.07  -0.002
H -4.10 -5.45 27.73  0.002
H -5.17 -4.22 25.90  0.000
H -5.19 -5.14 23.62  0.000
O -5.44 -6.18 21.65  0.011
C -5.84 -6.42 20.43  0.017
O -5.88 -7.57 19.90  0.036
C -6.21 -5.20 19.66  0.128
C -6.13 -5.35 18.25  0.492
C -6.41 -4.23 17.43  0.144
C -6.92 -3.05 17.99  0.205
C -7.09 -3.04 19.37  0.434
C -6.66 -4.05 20.25  0.150
N -7.90 -1.98 19.94  0.097
O -8.27 -1.11 19.17  0.119
O -8.13 -2.13 21.15  0.147
H -5.91 -6.29 17.77  0.022
H -6.43 -4.39 16.36  0.001
H -7.21 -2.20 17.44  0.010
H -6.68 -4.04 21.37  0.005

Relative energy (zero: lowest compared OMol25 entry of this formula, charge and spin) = 27.9 kcal/mol
Net charge = +2
Largest force on an atom = 4.59 eV/A
⟨S²⟩ = 6.047
Electronic energy = -234173.9722 eV
Spin multiplicity = 5

=====

Here is C16H17BMnN8O2 as an isolated structure from the Open Molecules 2025 dataset. Energies are from ωB97M-V/def2-TZVPD.

Each line ends with the natural charge from an NBO analysis.
Element x y z (Å)
Mn 0.03 0.08 0.06  1.573
N -0.90 -3.03 -0.82  -0.562
C -1.12 -2.06 -1.78  0.430
C -1.66 -2.49 -3.01  -0.264
C -1.92 -1.58 -3.99  -0.100
C -1.65 -0.22 -3.76  -0.260
C -1.12 0.13 -2.55  0.078
N -0.83 -0.78 -1.58  -0.568
C -0.46 -2.99 0.50  0.412
C -0.46 -4.21 1.19  -0.266
C -0.04 -4.22 2.50  -0.104
C 0.36 -3.04 3.10  -0.256
C 0.32 -1.89 2.35  0.080
N -0.08 -1.85 1.06  -0.579
H -1.16 -3.95 -1.12  0.416
H -1.87 -3.54 -3.15  0.234
H -2.34 -1.90 -4.93  0.245
H -1.86 0.53 -4.50  0.253
H -0.90 1.16 -2.31  0.222
H -0.78 -5.11 0.69  0.230
H -0.04 -5.15 3.05  0.242
H 0.69 -3.00 4.13  0.247
H 0.62 -0.94 2.78  0.223
B 3.34 0.69 1.22  0.159
N 2.05 1.13 1.98  -0.260
C 2.10 1.70 3.18  0.038
C 0.83 2.11 3.56  -0.328
C 0.02 1.74 2.50  -0.004
N 0.77 1.14 1.54  -0.416
N 3.01 -0.06 -0.12  -0.245
C 3.98 -0.54 -0.88  0.042
C 3.45 -1.05 -2.05  -0.323
C 2.09 -0.84 -1.93  -0.022
N 1.82 -0.23 -0.75  -0.427
H 3.97 1.67 0.95  -0.024
H 3.94 -0.08 1.92  -0.029
H 3.05 1.79 3.68  0.243
H 0.54 2.60 4.46  0.253
H -1.04 1.84 2.36  0.246
H 5.00 -0.48 -0.54  0.244
H 3.97 -1.51 -2.88  0.250
H 1.31 -1.07 -2.63  0.217
O -3.31 0.06 1.42  -0.259
N -2.98 0.66 0.48  0.420
O -1.60 0.82 0.37  -0.699

Relative energy (zero: lowest compared OMol25 entry of this formula, charge and spin) = 1.1 kcal/mol
Net charge = +1
Largest force on an atom = 0.68 eV/A
⟨S²⟩ = 6.047
Electronic energy = -64874.5971 eV
Spin multiplicity = 5